{
  "formula": "C4H6NO",
  "method": "ωB97M-V with the def2-TZVPD basis set",
  "species": ["O", "C", "H", "C", "H", "N", "C", "H", "H", "H", "H", "C"],
  "positions_angstrom": [[1.9827, 0.5796, 0.0333], [1.7538, -0.8366, 0.0195], [-2.4881, -0.8238, -0.5938], [0.8465, 1.1458, 0.0313], [2.2235, -1.2995, 0.9023], [0.3802, -1.0132, 0.0044], [-0.1809, 0.1417, 0.0159], [-2.5820, 0.0673, 1.0080], [-2.5792, 1.0141, -0.5660], [2.2529, -1.2918, -0.8502], [0.7732, 2.2234, 0.0421], [-2.3827, 0.0930, -0.0467]],
  "lowdin_charge": [0.125, -0.139, 0.041, 0.062, 0.184, 0.147, -0.053, 0.037, 0.034, 0.184, 0.168, 0.209],
  "lumo_ev": -6.54,
  "molar_mass_g_mol": 84.10,
  "total_charge": 1,
  "homo_energy_ev": -15.307,
  "e_above_lowest_kj_mol": 318.4,
  "energy_ha": -285.60093
}